(1)
The following is a DFT calculation (ωB97M-V with the def2-TZVPD basis set) of a cluster of 15 separate species, H30O15 in total.

Output
LUMO: -0.4097 eV
HOMO-LUMO gap: 10.011 eV
relative energy (zero: lowest compared OMol25 entry of this formula, charge and spin): 700.8 kJ/mol
multiplicity: 1
DFT total energy: -31194.4027 eV
highest occupied orbital energy: -10.4 eV
largest force on an atom: 6.615 eV/A

Last column: Mulliken charge in e.
Cartesian coordinates (Å):
H (0.757, -0.548, -0.287)  0.26
H (-0.603, -0.434, -0.596)  0.32
H (-4.493, -2.025, -1.735)  0.31
H (-5.294, -3.158, -1.771)  0.30
H (0.542, -3.615, -2.450)  0.30
H (0.423, -2.883, -3.738)  0.29
H (-2.272, -0.547, 3.682)  0.33
H (-0.781, -0.574, 3.800)  0.27
H (0.814, 1.662, -2.934)  0.35
H (0.151, 2.863, -3.875)  0.30
H (4.628, -3.206, 0.856)  0.32
H (4.719, -3.265, -0.672)  0.32
H (3.484, 3.067, -0.490)  0.31
H (2.075, 3.153, 0.043)  0.34
H (-0.526, 3.182, -1.789)  0.27
H (0.151, 1.991, -1.441)  0.19
H (-5.696, 2.381, -1.191)  0.29
H (-4.524, 1.675, -0.550)  0.32
H (2.242, 0.191, -4.702)  0.25
H (1.415, -0.367, -3.655)  0.27
H (0.748, 1.098, 0.835)  0.17
H (0.195, 1.943, 1.944)  0.28
H (1.566, 0.379, 3.569)  0.25
H (2.247, -0.260, 4.843)  0.32
H (-2.056, 1.709, 2.808)  0.31
H (-3.013, 2.089, 1.774)  0.33
H (-0.604, -4.119, -0.336)  0.29
H (-1.456, -4.343, 1.026)  0.27
H (3.704, 0.107, 2.758)  0.33
H (2.690, 1.307, 2.825)  0.25
O (0.123, -1.100, -0.645)  -0.57
O (-5.081, -2.530, -1.152)  -0.60
O (-0.066, -3.493, -3.173)  -0.60
O (-1.543, -0.292, 4.305)  -0.63
O (0.943, 2.218, -3.722)  -0.58
O (4.053, -3.373, 0.007)  -0.63
O (2.954, 2.932, 0.301)  -0.60
O (-0.541, 2.604, -1.083)  -0.48
O (-4.801, 2.361, -1.223)  -0.61
O (1.753, 0.456, -3.895)  -0.56
O (0.013, 1.687, 1.011)  -0.45
O (1.420, 0.044, 4.428)  -0.58
O (-3.028, 1.759, 2.750)  -0.64
O (-0.954, -3.762, 0.528)  -0.57
O (3.525, 1.039, 3.012)  -0.61

***

(2)
The following is a DFT calculation (ωB97M-V with the def2-TZVPD basis set) of a cluster of 2 separate species, C5H12N4OS in total.

Output
LUMO: -8.1573 eV
HOMO-LUMO gap: 8.501 eV
relative energy (zero: lowest compared OMol25 entry of this formula, charge and spin): 287.8 kJ/mol
multiplicity: 1
DFT total energy: -24202.0604 eV
total charge: +2
highest occupied orbital energy: -16.7 eV
largest force on an atom: 3.116 eV/A

Last column: Mulliken charge in e.
Cartesian coordinates (Å):
C (2.508, -2.262, 0.987)  0.57
C (0.866, -0.703, 1.335)  0.33
C (3.098, -3.390, 0.234)  -1.13
C (-1.220, 1.637, -0.916)  -0.85
C (2.829, -1.909, 2.355)  -0.36
N (-3.021, 2.563, 0.235)  0.25
N (-3.816, 2.703, -0.828)  -0.47
N (-0.042, -0.004, 0.830)  -0.47
N (-1.981, 1.872, 0.258)  0.13
O (1.507, -1.600, 0.478)  -0.22
S (1.732, -0.606, 2.882)  -0.05
H (2.927, -3.229, -0.808)  0.40
H (4.032, -3.713, 0.557)  0.40
H (2.397, -4.157, 0.560)  0.38
H (-1.303, 2.587, -1.657)  0.38
H (-1.555, 0.823, -1.545)  0.43
H (-0.168, 1.393, -0.554)  0.33
H (3.902, -1.642, 2.488)  0.41
H (2.749, -2.759, 3.062)  0.41
H (-3.480, 2.410, -1.757)  0.26
H (-4.794, 3.022, -0.893)  0.29
H (-3.374, 2.867, 1.197)  0.32
H (-0.172, 0.752, 1.533)  0.28

***

(3)
The following is a DFT calculation (ωB97M-V with the def2-TZVPD basis set) of a structure of composition C60H52F5N7RuS3Si.

Output
⟨S²⟩: 0.80
LUMO (spin up / spin down): 1.6822 / 1.6802 eV
HOMO-LUMO gap (spin up / spin down): 3.702 / 6.351 eV
relative energy (zero: lowest compared OMol25 entry of this formula, charge and spin): 15.0 kJ/mol
multiplicity: 2
DFT total energy: -130048.6381 eV
total charge: -1
highest occupied orbital energy (spin up / spin down): -2.0 / -4.7 eV
largest force on an atom: 5.807 eV/A

Last column: Mulliken charge in e.
Cartesian coordinates (Å):
Ru (0.066, -0.510, 0.345)  0.15
S (4.697, -0.112, 6.259)  -0.28
C (3.783, 0.211, 7.682)  -0.43
C (2.495, 0.527, 7.386)  -1.06
C (2.230, 0.524, 5.997)  -0.57
C (3.320, 0.193, 5.230)  0.85
C (3.420, 0.068, 3.795)  -0.01
C (2.260, 0.022, 3.004)  -1.34
N (2.232, -0.066, 1.693)  1.61
C (3.429, -0.108, 1.029)  -0.85
C (4.666, -0.127, 1.746)  0.62
C (5.896, -0.207, 1.012)  -1.08
C (5.908, -0.213, -0.334)  -1.10
C (4.684, -0.154, -1.082)  0.87
C (4.670, -0.128, -2.461)  -1.17
C (3.441, -0.068, -3.153)  0.45
C (2.280, -0.036, -2.361)  -0.69
N (2.251, -0.068, -1.052)  0.84
C (3.442, -0.119, -0.373)  -1.39
C (3.353, -0.045, -4.590)  0.53
C (2.267, 0.220, -5.397)  -0.58
C (2.558, 0.138, -6.779)  -0.74
C (3.854, -0.183, -7.034)  -0.40
S (4.752, -0.393, -5.577)  -0.25
C (4.645, -0.045, 3.123)  -1.24
H (4.263, 0.144, 8.644)  0.44
H (1.753, 0.762, 8.136)  0.42
H (1.265, 0.759, 5.572)  0.84
H (1.306, 0.045, 3.503)  0.74
H (6.816, -0.255, 1.583)  0.41
H (6.840, -0.254, -0.884)  0.41
H (5.602, -0.130, -3.015)  0.39
H (1.317, 0.016, -2.855)  0.17
H (1.298, 0.489, -5.003)  0.92
H (1.825, 0.318, -7.553)  0.39
H (4.346, -0.305, -7.984)  0.44
H (5.572, -0.046, 3.685)  0.41
F (-2.600, 1.406, 0.362)  -0.48
C (-2.454, 0.004, 0.438)  -0.04
F (-2.983, -0.391, -0.790)  -0.30
C (-3.554, -0.388, 1.423)  0.38
F (-3.561, -1.706, 1.677)  -0.20
F (-4.810, -0.078, 1.020)  -0.33
F (-3.398, 0.239, 2.614)  -0.20
C (0.493, 3.790, 4.683)  -0.93
N (-0.819, 3.504, 4.170)  0.26
C (-1.987, 4.249, 4.608)  -0.66
C (-3.111, 3.668, 3.737)  -0.69
N (-2.366, 2.973, 2.706)  0.12
C (-1.078, 2.798, 3.039)  -0.08
S (0.050, 1.894, 2.215)  -0.16
H (0.547, 3.568, 5.750)  0.32
H (0.759, 4.841, 4.522)  0.28
H (1.208, 3.166, 4.150)  0.24
H (-1.843, 5.324, 4.443)  0.30
H (-2.169, 4.085, 5.672)  0.37
H (-3.747, 4.439, 3.303)  0.37
H (-3.740, 2.974, 4.304)  0.31
H (-2.796, 2.420, 1.982)  0.11
C (-0.208, -1.909, 6.521)  -0.67
C (-1.189, -1.425, 5.669)  -0.89
C (-1.016, -1.498, 4.293)  0.73
C (0.138, -2.049, 3.737)  0.30
C (1.129, -2.498, 4.611)  -0.40
C (0.957, -2.441, 5.986)  -0.63
Si (0.267, -2.411, 1.843)  1.92
C (-0.628, -4.110, 2.027)  0.77
C (0.029, -5.301, 1.721)  -0.74
C (-0.587, -6.535, 1.888)  -0.64
C (-1.884, -6.605, 2.375)  -0.57
C (-2.555, -5.432, 2.693)  -0.92
C (-1.929, -4.207, 2.523)  0.08
H (-0.339, -1.853, 7.595)  0.36
H (-2.098, -0.994, 6.075)  0.43
H (-1.794, -1.125, 3.637)  -0.11
H (2.049, -2.907, 4.207)  0.42
H (1.738, -2.807, 6.643)  0.43
H (1.679, -2.954, 1.773)  -0.66
H (1.047, -5.257, 1.351)  0.45
H (-0.052, -7.440, 1.627)  0.41
H (-2.366, -7.566, 2.504)  0.37
H (-3.573, -5.473, 3.060)  0.43
H (-2.474, -3.309, 2.778)  0.26
N (-2.279, 3.769, -5.128)  0.13
C (-2.629, 4.983, -5.660)  0.66
C (-3.313, 5.348, -6.811)  -1.01
C (-3.515, 6.702, -7.015)  -0.41
C (-3.042, 7.655, -6.106)  -0.43
C (-2.350, 7.292, -4.966)  -0.74
C (-2.139, 5.933, -4.739)  0.48
N (-1.514, 5.297, -3.698)  -0.68
C (-1.617, 4.014, -3.944)  -0.10
C (-1.134, 2.961, -3.074)  0.94
C (-1.412, 1.610, -3.289)  -0.81
C (-1.025, 0.678, -2.350)  -0.58
N (-0.349, 0.984, -1.243)  1.35
C (-0.002, 2.268, -1.077)  -1.30
C (-0.389, 3.274, -1.936)  -1.42
H (-2.472, 2.865, -5.519)  0.14
H (-3.673, 4.606, -7.511)  0.38
H (-4.049, 7.027, -7.898)  0.38
H (-3.229, 8.703, -6.307)  0.37
H (-1.984, 8.027, -4.264)  0.43
H (-1.947, 1.269, -4.165)  0.34
H (-1.273, -0.361, -2.484)  0.28
H (0.601, 2.495, -0.211)  0.79
H (-0.121, 4.302, -1.746)  0.58
C (-0.253, -4.457, -1.585)  -1.53
C (-0.965, -3.079, -1.560)  4.80
C (-2.299, -3.225, -0.812)  -1.68
C (-0.036, -2.087, -0.908)  -2.33
C (-1.208, -2.767, -3.044)  -0.91
C (-2.402, -3.117, -3.669)  -0.50
C (-2.589, -2.912, -5.028)  -0.92
C (-1.588, -2.345, -5.801)  -0.79
C (-0.384, -2.012, -5.199)  -0.72
C (-0.195, -2.237, -3.844)  0.17
H (-0.077, -4.799, -0.570)  0.09
H (0.699, -4.390, -2.115)  0.42
H (-0.886, -5.186, -2.092)  0.53
H (-2.140, -3.100, 0.252)  -1.02
H (-2.723, -4.217, -0.972)  0.78
H (-3.015, -2.477, -1.136)  0.49
H (1.003, -2.252, -1.220)  1.15
H (-3.206, -3.572, -3.107)  0.35
H (-3.518, -3.222, -5.491)  0.41
H (-1.735, -2.183, -6.861)  0.44
H (0.424, -1.598, -5.788)  0.57
H (0.766, -2.000, -3.407)  0.62

***

(4)
The following is a DFT calculation (ωB97M-V with the def2-TZVPD basis set) of a cluster of 2 separate species, C7H6N2O5 in total.

Output
LUMO (spin up / spin down): -1.6512 / -1.5643 eV
HOMO-LUMO gap (spin up / spin down): 8.109 / 6.904 eV
relative energy (zero: lowest compared OMol25 entry of this formula, charge and spin): 205.4 kJ/mol
multiplicity: 1
DFT total energy: -20565.4245 eV
highest occupied orbital energy (spin up / spin down): -9.8 / -8.5 eV
largest force on an atom: 4.488 eV/A

Last column: Mulliken charge in e.
Cartesian coordinates (Å):
C (-0.039, 1.545, -1.179)  -0.06
C (0.357, 0.360, -1.726)  -0.69
C (-0.353, 1.680, 0.173)  -0.68
C (0.318, -0.742, -0.945)  0.10
C (-0.346, 0.534, 0.936)  -0.35
C (-0.053, -0.697, 0.349)  0.47
C (-0.300, -1.894, 1.238)  -0.09
N (-0.450, -3.207, 0.657)  1.10
N (1.948, -2.612, 1.416)  0.90
O (-0.494, -3.427, -0.535)  -0.59
O (-0.662, -4.122, 1.535)  -0.73
O (2.085, -2.599, 2.583)  -0.48
O (2.645, -2.759, 0.473)  -0.47
O (-0.572, -1.830, 2.504)  -0.48
H (0.036, 2.572, -1.669)  0.27
H (0.671, 0.219, -2.885)  0.23
H (-0.153, 2.696, 0.490)  0.30
H (0.840, -1.700, -1.231)  0.28
H (-0.568, 0.466, 1.988)  0.44
H (-0.711, -2.965, 2.679)  0.52

***

(5)
The following is a DFT calculation (ωB97M-V with the def2-TZVPD basis set) of a structure of composition C42H50F4IN14O2PbS2Si2Te.

Output
LUMO: 1.0961 eV
HOMO-LUMO gap: 4.750 eV
relative energy (zero: lowest compared OMol25 entry of this formula, charge and spin): 144.9 kJ/mol
multiplicity: 1
DFT total energy: -138260.8727 eV
total charge: -1
highest occupied orbital energy: -3.7 eV
largest force on an atom: 2.087 eV/A

Last column: Mulliken charge in e.
Cartesian coordinates (Å):
Pb (-1.735, -0.715, -0.813)  2.21
C (1.464, -1.665, 5.749)  -1.43
C (1.897, -1.346, 4.326)  -0.07
N (1.028, -0.376, 3.707)  0.09
C (0.535, -0.368, 2.457)  -0.19
S (0.942, -1.836, 1.487)  -0.64
N (-0.141, 0.652, 2.112)  -1.03
N (-1.062, 0.765, 1.157)  1.73
C (-1.516, 1.976, 0.963)  0.62
C (-0.796, 3.177, 1.491)  -2.58
C (-2.821, 2.094, 0.361)  0.98
C (-3.567, 3.280, 0.458)  -1.31
C (-4.888, 3.287, 0.073)  -0.67
C (-5.471, 2.102, -0.372)  -1.35
C (-4.660, 0.985, -0.463)  -1.16
N (-3.377, 0.984, -0.156)  1.23
H (2.200, -2.317, 6.213)  0.48
H (0.510, -2.183, 5.746)  0.19
H (1.378, -0.758, 6.344)  0.34
H (1.877, -2.259, 3.733)  0.41
H (2.920, -0.950, 4.337)  -0.08
H (0.762, 0.416, 4.279)  0.20
H (-1.158, 3.449, 2.482)  0.39
H (-0.918, 4.032, 0.827)  0.73
H (0.261, 2.941, 1.576)  0.14
H (-3.121, 4.170, 0.869)  0.53
H (-5.469, 4.196, 0.139)  0.47
H (-6.518, 2.055, -0.630)  0.54
H (-5.067, 0.028, -0.762)  0.78
C (-4.450, 0.277, -6.011)  -1.17
N (-3.978, 0.761, -4.728)  0.04
C (-4.994, 1.421, -3.939)  -1.00
C (-3.012, 0.015, -4.046)  0.21
N (-3.147, -0.502, -2.895)  -0.53
N (-1.871, -0.091, -4.803)  -0.02
C (-0.649, -0.663, -4.496)  0.41
N (0.218, -0.594, -5.578)  -0.52
N (-0.364, -1.139, -3.364)  0.37
H (-4.604, 1.115, -6.695)  0.33
H (-5.404, -0.252, -5.899)  0.35
H (-3.735, -0.417, -6.445)  0.39
H (-5.462, 2.179, -4.565)  0.41
H (-4.518, 1.906, -3.090)  0.18
H (-5.777, 0.745, -3.577)  0.35
H (-4.080, -0.417, -2.517)  -0.03
H (-1.852, 0.527, -5.603)  0.36
H (-0.177, -0.555, -6.503)  0.20
H (1.061, -1.141, -5.507)  0.21
H (0.562, -1.549, -3.303)  -0.65
S (-1.265, -5.552, -1.103)  -0.50
C (-0.734, -4.074, -1.033)  0.17
N (-0.304, -2.970, -1.027)  -0.63
F (-2.041, -2.725, 5.631)  -0.48
C (-2.236, -1.479, 5.142)  0.33
C (-1.726, -0.415, 5.855)  0.49
F (-1.134, -0.676, 7.048)  -0.44
C (-1.783, 0.916, 5.385)  0.46
C (-2.590, 1.081, 4.239)  0.23
C (-3.125, 0.019, 3.551)  0.66
F (-3.922, 0.287, 2.485)  -0.61
C (-2.904, -1.316, 3.921)  0.55
C (-3.275, -2.419, 3.048)  -0.49
C (-3.205, -2.182, 1.714)  0.56
N (-3.073, -1.916, 0.581)  -0.81
C (-3.583, -3.692, 3.521)  -0.04
N (-3.883, -4.737, 3.907)  -0.70
F (-2.863, 2.332, 3.782)  -0.48
C (-1.053, 1.981, 5.980)  0.39
C (-1.096, 3.288, 5.508)  0.19
N (-1.058, 4.379, 5.129)  -0.82
C (-0.100, 1.781, 6.974)  -0.01
N (0.751, 1.650, 7.745)  -0.79
C (3.768, -2.414, -3.427)  -1.00
Si (2.899, -3.834, -2.474)  0.27
C (1.375, -4.405, -3.461)  -0.81
C (4.108, -5.313, -2.412)  -1.20
C (2.555, -3.267, -0.702)  -0.90
Te (1.504, -1.382, -0.770)  1.06
C (3.435, -0.403, -0.467)  -0.19
Si (4.392, -0.274, 1.173)  0.16
C (4.555, -1.923, 2.123)  -1.19
C (3.700, 1.154, 2.229)  -0.64
C (6.167, 0.206, 0.627)  -1.29
H (3.881, -2.651, -4.481)  0.45
H (4.765, -2.241, -3.033)  0.33
H (3.213, -1.481, -3.344)  0.28
H (1.632, -4.666, -4.484)  0.39
H (0.592, -3.655, -3.483)  0.21
H (0.940, -5.286, -3.001)  0.26
H (4.325, -5.670, -3.414)  0.32
H (3.678, -6.142, -1.860)  0.35
H (5.052, -5.056, -1.944)  0.32
H (3.462, -3.152, -0.116)  0.39
H (1.914, -3.989, -0.208)  0.69
H (3.288, 0.604, -0.851)  0.28
H (4.062, -0.930, -1.185)  0.09
H (3.613, -2.458, 2.176)  0.32
H (4.894, -1.753, 3.141)  0.46
H (5.286, -2.575, 1.651)  0.47
H (2.622, 1.237, 2.136)  -0.13
H (4.133, 2.102, 1.920)  0.51
H (3.928, 1.034, 3.284)  0.45
H (6.607, -0.551, -0.015)  0.32
H (6.825, 0.330, 1.481)  0.35
H (6.166, 1.143, 0.079)  0.33
I (2.659, 7.495, -3.197)  0.02
C (1.800, 5.669, -2.545)  -0.10
C (2.406, 4.955, -1.528)  -0.79
C (1.884, 3.726, -1.165)  -0.27
C (0.762, 3.223, -1.809)  0.27
C (0.142, 3.979, -2.794)  -0.23
C (0.660, 5.202, -3.175)  -0.69
C (0.208, 1.854, -1.470)  -0.39
O (-0.944, 1.606, -1.857)  -0.45
O (0.976, 1.086, -0.839)  -0.54
H (3.280, 5.344, -1.027)  0.41
H (2.345, 3.149, -0.377)  0.56
H (-0.752, 3.589, -3.257)  0.39
H (0.188, 5.779, -3.957)  0.39

***

(6)
The following is a DFT calculation (ωB97M-V with the def2-TZVPD basis set) of the ion C2HN2OS2 with charge -1.

Output
SMILES: [O-]c1nc(=S)[nH]s1
LUMO: 3.2992 eV
HOMO-LUMO gap: 7.207 eV
relative energy (zero: lowest compared OMol25 entry of this formula, charge and spin): 0.0 kJ/mol
multiplicity: 1
DFT total energy: -28790.6030 eV
total charge: -1
highest occupied orbital energy: -3.9 eV
largest force on an atom: 1.716 eV/A

Last column: Mulliken charge in e.
Cartesian coordinates (Å):
C (0.228, 0.890, 0.183)  0.19
C (-1.299, -0.686, -0.293)  0.59
N (-1.039, 0.552, -0.049)  -0.54
N (1.096, -0.152, 0.125)  -0.12
O (-2.285, -1.315, -0.538)  -0.57
S (0.801, 2.409, 0.518)  -0.51
S (0.414, -1.662, -0.226)  -0.25
H (2.084, -0.036, 0.280)  0.21